The following is a quantum chemistry calculation of 10 unconnected molecules or ions with the total composition C16H46O10 in a non-equilibrium geometry, from the OMol25 dataset.

Element x y z (Å)
C: -3.6566 -1.2726 1.1579
C: -2.7822 -1.5368 2.3673
O: -2.5568 -0.6515 3.1599
C: -2.2220 -2.9389 2.5641
H: -4.1539 -2.1860 0.8249
H: -3.0845 -0.8312 0.3422
H: -4.4361 -0.5688 1.4466
H: -3.0292 -3.5730 2.9295
H: -1.3879 -2.8652 3.2546
H: -1.9020 -3.2917 1.5817
C: 1.7205 -6.3306 0.8471
C: 2.1936 -4.9361 1.1701
O: 3.3230 -4.7484 1.5694
C: 1.1855 -3.8363 1.1111
H: 2.5864 -6.9746 0.7018
H: 1.0618 -6.3390 -0.0201
H: 1.1958 -6.7486 1.7093
H: 0.8554 -3.7095 0.0757
H: 1.5679 -2.8651 1.4188
H: 0.3524 -4.0836 1.7707
C: -1.1149 1.2731 -0.2732
C: -0.0613 0.3156 0.1826
O: 0.1676 -0.7102 -0.4256
C: 0.6943 0.6450 1.4650
H: -1.9715 1.3969 0.3928
H: -1.4564 1.0594 -1.2854
H: -0.7007 2.2864 -0.3453
H: 1.5287 1.2926 1.1784
H: 1.1268 -0.2211 1.9604
H: 0.0192 1.1552 2.1521
C: -1.7213 -2.6491 -2.2444
O: -2.3430 -3.3596 -3.2919
H: -1.7358 -1.5769 -2.4516
H: -2.2831 -2.7271 -1.3078
H: -0.6804 -2.9233 -2.0734
H: -2.8588 -4.0780 -2.9237
C: 3.7640 -1.3965 0.0664
O: 4.5908 -0.3156 -0.3247
H: 4.2769 -2.3628 0.1455
H: 3.3715 -1.3051 1.0846
H: 2.9591 -1.5180 -0.6571
H: 5.5200 -0.5229 -0.2144
C: 0.0002 4.5983 1.4005
O: -0.9523 5.1893 2.2838
H: -0.5201 4.4055 0.4612
H: 0.8055 5.3015 1.1923
H: 0.3480 3.6084 1.7056
H: -0.5497 5.2978 3.1507
C: -1.3649 1.1896 -4.4925
O: -1.8873 2.2082 -3.6230
H: -1.9451 0.2762 -4.3700
H: -1.4437 1.5045 -5.5352
H: -0.3313 0.9470 -4.2311
H: -1.2805 2.9423 -3.7780
C: 2.9488 4.5522 -0.6997
O: 1.8046 3.7686 -1.0202
H: 2.6303 5.4479 -0.1668
H: 3.6265 3.9872 -0.0555
H: 3.4857 4.8790 -1.5937
H: 2.2011 2.9209 -1.3071
C: 2.3123 1.0587 -2.8147
O: 3.2320 1.4852 -1.8427
H: 1.6798 1.8665 -3.1919
H: 2.7074 0.5054 -3.6729
H: 1.5559 0.3965 -2.3589
H: 3.6056 0.7086 -1.3807
C: -3.6152 2.6446 2.6812
O: -3.3615 3.6620 1.7302
H: -3.8957 3.0432 3.6628
H: -4.4396 2.0387 2.3046
H: -2.7483 1.9862 2.8140
H: -2.5312 4.1095 1.9559

Forces on atoms 1 to 2 (eV/Å):
C -0.4316 -0.2673 0.3322
C -0.0365 0.1052 0.0961

Calculated values
relative energy (zero: lowest compared OMol25 entry of this formula, charge and spin): 34.22 kJ/mol
spin multiplicity: 1
LUMO: 0.386 eV
E: -1389.48833 a.u.
charge: 0
structure (SMILES): CC(C)=O.CC(C)=O.CC(C)=O.CO.CO.CO.CO.CO.CO.CO
gap between HOMO and LUMO: 9.95 eV

Results of the Mulliken charge analysis, in e, for atoms 1 through 6: number 1, C, carries -0.844; number 2, C, carries 0.882; number 3, O, carries -0.552; number 4, C, carries -1.022; number 5, H, carries 0.393; number 6, H, carries 0.003

***

The following is a quantum chemistry calculation of a single C14H18N4O2S molecule in a non-equilibrium geometry, from the OMol25 dataset.

Element x y z (Å)
C: 2.6068 2.7469 -0.8519
H: 2.7769 3.0147 -1.8918
H: 3.0925 1.7939 -0.6567
C: 1.1105 2.6579 -0.5715
C: 0.8512 2.3191 0.8943
C: 1.5015 1.0103 1.3445
O: 2.3323 0.9850 2.2239
N: 1.0830 -0.0662 0.6350
C: 1.5050 -1.3593 0.8044
N: 0.9676 -2.3190 0.0822
O: 1.5800 -3.4773 0.4488
C: 2.4951 -3.2172 1.3996
C: 2.5003 -1.8814 1.6731
H: 3.0933 -1.3311 2.3699
C: 3.2834 -4.3474 1.9464
H: 2.6198 -5.0814 2.4009
H: 3.8332 -4.8421 1.1474
H: 3.9808 -3.9799 2.6925
H: 0.2852 0.0667 -0.0120
H: 1.2726 3.1038 1.5307
S: -0.9390 2.4361 1.3289
C: -1.8364 1.4468 0.2007
N: -3.1459 1.6326 0.2586
C: -3.9027 0.8874 -0.5326
C: -3.3364 -0.0610 -1.3874
C: -1.9558 -0.1902 -1.3822
N: -1.2135 0.5863 -0.5895
C: -1.2125 -1.1788 -2.2109
H: -1.8976 -1.8269 -2.7488
H: -0.5614 -1.7740 -1.5671
H: -0.5766 -0.6580 -2.9254
H: -3.9536 -0.6771 -2.0205
C: -5.3768 1.1029 -0.4621
H: -5.5955 1.8836 0.2599
H: -5.8741 0.1817 -0.1635
H: -5.7600 1.3916 -1.4393
H: 0.6594 1.9036 -1.2171
H: 0.6368 3.6174 -0.7917
H: 3.0707 3.5004 -0.2199

Forces on atoms 1 to 2 (eV/Å):
C -0.1937 0.0021 -0.0068
H 0.0827 0.0079 -0.0756

Calculated values
relative energy (zero: lowest compared OMol25 entry of this formula, charge and spin): 54.07 kJ/mol
spin multiplicity: 1
LUMO: 0.686 eV
E: -1311.98523 a.u.
charge: 0
structure (SMILES): CC[C@@H](Sc1nc(C)cc(C)n1)C(=O)Nc1cc(C)on1
gap between HOMO and LUMO: 9.51 eV

Results of the Mulliken charge analysis, in e, for atoms 1 through 6: number 1, C, carries -1.340; number 2, H, carries 0.408; number 3, H, carries 0.313; number 4, C, carries -0.249; number 5, C, carries -0.062; number 6, C, carries 0.281

***

The following is a quantum chemistry calculation of 2 unconnected molecules or ions with the total composition C4H10N6O2 in a non-equilibrium geometry, from the OMol25 dataset.

Element x y z (Å)
C: -0.7982 2.2326 0.1897
C: 1.5568 -0.8647 1.3860
C: 1.0309 -1.7502 -0.8577
C: 0.2833 -2.6704 -2.9971
H: -1.8750 0.2314 2.3587
H: 1.0292 -0.7124 2.3465
H: 1.9305 0.1183 1.0338
H: 2.4324 -1.5125 1.5667
H: -0.2972 -1.6448 0.7230
H: 2.8180 -1.1625 -0.6980
H: -0.8866 -2.4665 -1.2197
H: 1.0829 -3.4194 -3.0582
H: 0.5621 -1.7968 -3.5619
H: -0.6435 -3.0950 -3.4359
N: -0.7714 2.9479 1.3942
N: -1.1999 2.1729 2.3364
N: -1.5062 1.0179 1.8325
N: 0.6453 -1.4477 0.4321
N: 2.1938 -1.5675 -1.3777
N: 0.0348 -2.3007 -1.6272
O: -0.4997 2.5510 -0.9180
O: -1.2958 0.9511 0.5039

Forces on atoms 1 to 2 (eV/Å):
C 0.1535 0.4617 -0.4671
C 0.1204 0.2917 0.1530

Calculated values
relative energy (zero: lowest compared OMol25 entry of this formula, charge and spin): 10.29 kJ/mol
spin multiplicity: 1
LUMO: -0.119 eV
E: -637.33365 a.u.
charge: 0
structure (SMILES): O=c1nn[nH]o1.CNC(=N)NC
gap between HOMO and LUMO: 8.49 eV

Results of the Mulliken charge analysis, in e, for atoms 1 through 6: number 1, C, carries 0.523; number 2, C, carries -1.166; number 3, C, carries 0.574; number 4, C, carries -0.811; number 5, H, carries 0.221; number 6, H, carries 0.295

***

The following is a quantum chemistry calculation of a molecular structure, C35H30InO6, from the OMol25 dataset.

Element x y z (Å)
C: 1.6957 0.2882 -1.2352
C: 1.3016 0.1953 -2.3761
In: 0.7648 0.0853 -4.5310
O: 0.5710 2.0258 -5.2697
C: -1.0814 -1.0813 -4.8327
C: -1.5886 -1.8329 -3.5839
C: 2.4871 -0.9530 -5.5139
C: 2.3507 -2.4712 -5.2526
C: 3.4329 -3.0404 -4.3527
O: 4.7511 -2.6751 -4.7435
H: 2.3074 0.2148 -0.3597
H: 1.4085 2.2629 -5.6740
H: -0.9143 -1.7746 -5.6561
H: -1.8502 -0.3919 -5.1800
H: -1.0523 -1.5392 -2.6823
H: -2.6441 -1.6327 -3.3923
H: -1.4959 -2.9127 -3.6948
H: 3.3746 -0.5840 -5.0017
H: 2.5455 -0.7203 -6.5731
H: 1.3967 -2.6993 -4.7706
H: 2.3558 -3.0283 -6.1931
H: 3.3599 -4.1329 -4.3714
H: 3.2875 -2.7348 -3.3158
H: 4.6895 -2.2061 -5.5797
C: -0.0695 3.9000 -1.3261
C: -0.6417 5.1599 -1.4549
C: -0.7966 5.9721 -0.3428
C: -0.3977 5.5195 0.9083
C: 0.1580 4.2404 1.0408
C: 0.3317 3.4414 -0.0822
C: 0.5466 3.7097 2.3749
O: 1.0204 2.5999 2.5082
C: 0.3222 4.5827 3.5668
C: 0.6371 4.0959 4.8291
C: 0.4469 4.8919 5.9451
C: -0.0548 6.1817 5.8050
C: -0.3738 6.6701 4.5500
C: -0.1920 5.8719 3.4276
C: -0.5682 6.4091 2.0859
O: -1.0034 7.5379 1.9752
H: 0.0561 3.2658 -2.1930
H: -0.9640 5.5069 -2.4275
H: -1.2329 6.9569 -0.4349
H: 0.7675 2.4555 0.0146
H: 1.0305 3.0937 4.9260
H: 0.6902 4.5091 6.9276
H: -0.1988 6.8045 6.6782
H: -0.7678 7.6693 4.4292
C: -2.4030 -7.2431 1.4623
C: -1.4668 -7.4560 2.4690
C: -0.7973 -6.3841 3.0325
C: -1.0543 -5.0936 2.5867
C: -1.9830 -4.8819 1.5676
C: -2.6607 -5.9599 1.0130
C: -2.2567 -3.5086 1.0475
O: -3.0851 -3.3309 0.1811
C: -1.4873 -2.3772 1.6336
C: -1.6783 -1.0980 1.1282
C: -0.9827 -0.0318 1.6717
C: -0.0945 -0.2355 2.7210
C: 0.1056 -1.5096 3.2243
C: -0.5837 -2.5860 2.6806
C: -0.3329 -3.9499 3.2184
O: 0.4327 -4.1366 4.1425
H: -2.9283 -8.0821 1.0253
H: -1.2600 -8.4611 2.8125
H: -0.0706 -6.5371 3.8180
H: -3.3813 -5.7826 0.2270
H: -2.3628 -0.9480 0.3053
H: -1.1189 0.9626 1.2682
H: 0.4500 0.6035 3.1346
H: 0.8009 -1.6801 4.0340

Forces on atoms 1 to 2 (eV/Å):
C 0.7926 -0.3126 0.4629
C -0.5361 0.2189 -0.7078

Calculated values
spin multiplicity: 1
LUMO: 0.698 eV
E: -1993.30165 a.u.
charge: -1
gap between HOMO and LUMO: 5.47 eV

Results of the Mulliken charge analysis, in e, for atoms 1 through 6: number 1, C, carries -0.064; number 2, C, carries -1.086; number 3, In, carries 1.151; number 4, O, carries -0.863; number 5, C, carries -1.081; number 6, C, carries -0.741

***

The following is a quantum chemistry calculation of 4 unconnected molecules or ions with the total composition C4H16 in a non-equilibrium geometry, from the OMol25 dataset.

Element x y z (Å)
C: -2.4053 -1.6402 -4.7880
H: -1.7591 -2.1046 -4.0303
H: -1.9819 -0.7028 -5.1306
H: -2.6637 -2.4601 -5.4453
H: -3.3649 -1.5408 -4.3408
C: 5.1979 3.8598 -0.7598
H: 4.5632 2.9415 -0.9531
H: 5.5774 3.8983 0.1985
H: 6.0149 3.9037 -1.4775
H: 4.4484 4.6507 -0.8805
C: -1.5201 -2.1558 4.8108
H: -1.3558 -3.1405 4.9250
H: -0.9116 -1.5304 5.4426
H: -1.3734 -1.7619 3.7932
H: -2.5258 -2.0065 5.0152
C: -1.2258 -0.0555 0.7649
H: -0.5862 -0.2879 1.5462
H: -1.2216 -0.9712 0.1261
H: -2.1541 0.4365 1.0224
H: -0.7526 0.6678 0.1609

Forces on atoms 1 to 2 (eV/Å):
C 0.2170 -1.2513 0.9840
H -0.0179 0.3642 -0.1197

Calculated values
relative energy (zero: lowest compared OMol25 entry of this formula, charge and spin): 54.29 kJ/mol
spin multiplicity: 1
LUMO: 0.914 eV
E: -161.93305 a.u.
charge: 0
structure (SMILES): C.C.C.C
gap between HOMO and LUMO: 13.67 eV

Results of the Mulliken charge analysis, in e, for atoms 1 through 6: number 1, C, carries -0.984; number 2, H, carries 0.229; number 3, H, carries 0.219; number 4, H, carries 0.271; number 5, H, carries 0.265; number 6, C, carries -0.901

***

The following is a quantum chemistry calculation of a molecular structure, C28H22IN5O4ReS, from the OMol25 dataset.

Element x y z (Å)
Re: -0.1515 -0.2799 1.3051
C: 0.1261 -4.5165 3.1257
C: 0.4043 -4.4759 1.6545
N: 0.6563 -5.5993 1.0159
C: 0.9459 -5.5855 -0.2937
C: 1.0142 -4.4415 -1.0554
C: 1.3546 -4.5200 -2.5263
O: 2.4358 -3.6636 -2.8753
C: 0.7311 -3.2212 -0.4039
C: 0.8821 -1.9705 -1.0967
N: 0.5613 -0.7969 -0.6402
C: 1.1310 0.2996 -1.3836
C: 0.8245 0.5338 -2.7128
C: 1.5076 1.5248 -3.4081
C: 2.4948 2.2714 -2.7818
C: 2.7984 2.0547 -1.4423
C: 2.1041 1.0746 -0.7626
I: 2.4648 0.6838 1.2689
C: 0.4225 -3.2516 0.9555
O: 0.1030 -2.1394 1.6293
H: 0.0657 -5.5522 3.4470
H: -0.8051 -4.0061 3.3768
H: 0.9223 -4.0195 3.6831
H: 1.1397 -6.5521 -0.7438
H: 0.4964 -4.2107 -3.1266
H: 1.5663 -5.5565 -2.7882
H: 3.2613 -4.1580 -2.8622
H: 1.3988 -2.0120 -2.0520
H: 0.0706 -0.0699 -3.2036
H: 1.2763 1.7000 -4.4501
H: 3.0409 3.0233 -3.3357
H: 3.5661 2.6366 -0.9497
O: 1.7556 7.0038 -1.5877
C: 1.2788 6.6675 -0.3760
O: 1.2770 7.4438 0.5288
C: 0.7237 5.2739 -0.2109
C: 0.7794 4.7221 1.0665
C: 0.2334 3.4763 1.3134
C: -0.3828 2.7955 0.2724
C: -0.4608 3.3316 -1.0001
C: 0.0995 4.5796 -1.2388
N: -1.0249 1.5261 0.5536
C: -2.3054 1.5106 0.4980
C: -3.0148 0.2887 0.8361
C: -4.3892 0.1875 0.8082
C: -4.9785 -1.0175 1.1730
C: -4.1611 -2.0653 1.5535
C: -2.7838 -1.8925 1.5647
N: -2.2163 -0.7386 1.2092
H: 1.7757 6.2522 -2.1909
H: 1.2289 5.2995 1.8635
H: 0.2620 3.0462 2.3068
H: -0.9612 2.7905 -1.7932
H: 0.0079 5.0144 -2.2271
H: -2.8566 2.4049 0.2191
H: -4.9843 1.0405 0.5106
H: -6.0540 -1.1292 1.1637
H: -4.5726 -3.0196 1.8504
H: -2.1189 -2.6862 1.8686
S: -0.1816 1.4073 5.6346
C: -0.3269 0.8541 4.1928
N: -0.4587 0.4281 3.0698

Forces on atoms 1 to 2 (eV/Å):
Re -0.0062 0.0102 0.7082
C 0.0198 -0.0155 -0.0284

Calculated values
relative energy (zero: lowest compared OMol25 entry of this formula, charge and spin): 33.67 kJ/mol
spin multiplicity: 2
LUMO (spin up / spin down): -8.010 / -7.952 eV
E: -2428.60881 a.u.
charge: +2
gap between HOMO and LUMO (spin up / spin down): 6.09 / 6.07 eV

Results of the Mulliken charge analysis, in e, for atoms 1 through 6: number 1, Re, carries 1.125; number 2, C, carries -1.228; number 3, C, carries 0.667; number 4, N, carries -0.600; number 5, C, carries -0.877; number 6, C, carries 0.578